w.
Molecular formula: C8H11N4O3
Method: DFT, ωB97M-V with the def2-TZVPD basis set

Properties
- HOMO level: -4.44 eV
- Frontier orbital gap: 7.1 eV
- Molecular weight: 211.20 g mol⁻¹
- LUMO level: 2.6 eV
- Charge: -1

Last columns: bonded neighbours and bond lengths (Å).
Geometry (Å):
1 C -0.415 -0.339 -0.829  C3 1.489, C5 1.411, N10 1.357
2 C 1.660 0.356 0.115  C4 1.507, C5 1.416, N11 1.350
3 C -0.631 1.064 -0.380  C1 1.489, C4 1.522, C6 1.491, N9 1.543
4 C 0.658 1.463 0.322  C2 1.507, C3 1.522, C7 1.551, N9 1.480
5 C 0.887 -0.701 -0.424  C1 1.411, C2 1.416, H26 1.046
6 C -0.923 2.462 -0.810  C3 1.491, C7 1.605, H16 1.121, H17 1.130
7 C 0.524 2.892 -0.265  C4 1.551, C6 1.605, H18 1.169, H19 1.105
8 C -0.475 0.056 2.036  N9 1.396, H20 1.048, H21 1.155, H22 1.043
9 N -0.520 1.140 1.157  C3 1.543, C4 1.480, C8 1.396
10 N -1.093 -1.195 -1.635  C1 1.357, O13 1.292
11 N 2.988 0.314 0.356  C2 1.350, O14 1.235
12 N -0.947 -3.682 0.162  O15 1.478, H23 1.012, H25 1.052
13 O -2.199 -0.876 -2.222  N10 1.292
14 O 3.517 1.315 0.851  N11 1.235
15 O -0.367 -4.321 -1.038  N12 1.478, H24 1.001
16 H -1.139 2.661 -1.892  C6 1.121
17 H -1.805 2.915 -0.269  C6 1.130
18 H 0.685 3.741 0.521  C7 1.169
19 H 1.387 3.034 -0.941  C7 1.105
20 H -1.326 -0.016 2.642  C8 1.048
21 H -0.223 -0.978 1.586  C8 1.155
22 H 0.313 0.119 2.717  C8 1.043
23 H -1.421 -2.878 -0.231  N12 1.012
24 H -0.299 -3.635 -1.764  O15 1.001
25 H -0.128 -3.250 0.660  N12 1.052
26 H 1.292 -1.665 -0.422  C5 1.046

***

x.
Molecular formula: C8H11N4O3
Method: DFT, ωB97M-V with the def2-TZVPD basis set

Properties
- SMILES: O=CC1(C2(C(=O)[O-])CCCC2)NN=NN1
- HOMO level: -4.41 eV
- Frontier orbital gap: 8.0 eV
- Molecular weight: 211.20 g mol⁻¹
- LUMO level: 3.6 eV
- Charge: -1

Last columns: bonded neighbours and bond lengths (Å).
Geometry (Å):
1 C -2.794 -1.189 1.114  C7 1.812, O14 1.198, H16 1.095
2 C -0.599 -2.159 -0.626  C8 1.611, O13 1.246, O15 1.228
3 C 1.739 0.137 0.628  C4 1.524, C5 1.531, H17 1.091, H18 1.092
4 C 1.313 1.023 -0.536  C3 1.524, C6 1.525, H19 1.093, H20 1.092
5 C 0.423 -0.481 1.106  C3 1.531, C8 1.534, H21 1.092, H22 1.092
6 C 0.298 0.149 -1.265  C4 1.525, C8 1.547, H23 1.090, H24 1.093
7 C -1.848 -0.092 0.025  C1 1.812, C8 1.513, N11 1.442, N12 1.434
8 C -0.444 -0.627 -0.151  C2 1.611, C5 1.534, C6 1.547, C7 1.513
9 N -3.049 1.806 -0.371  N10 1.239, N11 1.396
10 N -3.276 1.042 -1.320  N9 1.239, N12 1.325
11 N -2.074 1.261 0.468  C7 1.442, N9 1.396, H25 1.012
12 N -2.595 -0.088 -1.199  C7 1.434, N10 1.325, H26 1.020
13 O -1.359 -2.322 -1.599  C2 1.246
14 O -3.198 -0.798 2.172  C1 1.198
15 O 0.034 -2.998 0.008  C2 1.228
16 H -3.034 -2.159 0.666  C1 1.095
17 H 2.399 -0.652 0.262  C3 1.091
18 H 2.257 0.687 1.417  C3 1.092
19 H 0.821 1.923 -0.158  C4 1.093
20 H 2.145 1.322 -1.177  C4 1.092
21 H 0.577 -1.463 1.556  C5 1.092
22 H -0.061 0.174 1.834  C5 1.092
23 H -0.384 0.731 -1.885  C6 1.090
24 H 0.812 -0.564 -1.914  C6 1.093
25 H -2.270 1.383 1.453  N11 1.012
26 H -2.487 -0.890 -1.821  N12 1.020

***

Top of the stability list: x, leading by 0.2828 hartree.

***

w.
Molecular formula: C2H8O4
Method: DFT, ωB97M-V with the def2-TZVPD basis set

Properties
- 2S+1: 2
- HOMO level (spin up / spin down): -14.87 / -14.85 eV
- Frontier orbital gap (spin up / spin down): 9.2 / 4.3 eV
- Molecular weight: 96.08 g mol⁻¹
- Expectation value of S²: 0.7558
- LUMO level (spin up / spin down): -5.7 / -10.5 eV
- Charge: +1

Last columns: bonded neighbours and bond lengths (Å).
Geometry (Å):
1 O 1.464 0.554 -0.823  C2 1.268
2 C 0.356 -0.038 -0.996  O1 1.268, O3 1.355, C4 1.474
3 O -0.731 0.318 -0.269  C2 1.355, H5 1.075
4 C 0.000 -0.918 -2.125  C2 1.474, H6 1.157, H7 1.069, H8 1.118
5 H -0.233 1.086 0.296  O3 1.075
6 H 0.752 -0.987 -3.001  C4 1.157
7 H -0.194 -1.902 -1.755  C4 1.069
8 H -0.967 -0.462 -2.452  C4 1.118
9 H 1.423 1.538 1.364  O11 0.950
10 H 0.768 2.121 2.524  O11 0.913
11 O 0.566 1.764 1.708  H9 0.950, H10 0.913
12 H -0.552 -0.434 1.888  O14 0.915
13 H -1.540 -1.564 1.415  O14 1.040
14 O -1.112 -1.075 2.226  H12 0.915, H13 1.040

***

x.
Molecular formula: C2H8O4
Method: DFT, ωB97M-V with the def2-TZVPD basis set

Properties
- 2S+1: 2
- HOMO level (spin up / spin down): -15.37 / -14.82 eV
- Frontier orbital gap (spin up / spin down): 10.4 / 4.4 eV
- Molecular weight: 96.08 g mol⁻¹
- Expectation value of S²: 0.7557
- LUMO level (spin up / spin down): -4.9 / -10.5 eV
- Charge: +1

Last columns: bonded neighbours and bond lengths (Å).
Geometry (Å):
1 O -1.307 -0.046 -0.139  C2 1.239
2 C -0.549 0.930 -0.040  O1 1.239, O3 1.297, C4 1.487
3 O 0.462 1.073 -0.840  C2 1.297, H5 0.988
4 C -0.668 1.924 1.059  C2 1.487, H6 1.085, H7 1.078, H8 1.097
5 H 0.468 0.349 -1.512  O3 0.988
6 H -1.635 1.935 1.553  C4 1.085
7 H -0.265 2.873 0.745  C4 1.078
8 H 0.109 1.544 1.735  C4 1.097
9 H 3.276 -1.367 -0.914  O11 0.970
10 H 3.304 0.128 -0.712  O11 0.967
11 O 3.028 -0.539 -1.354  H9 0.970, H10 0.967
12 H -1.695 -2.251 -0.018  O14 0.956
13 H -2.263 -3.550 0.615  O14 0.966
14 O -2.264 -3.002 -0.180  H12 0.956, H13 0.966

***

Top of the stability list: x, leading by 0.0256 hartree.

***

w.
Molecular formula: CH3BrClN
Method: DFT, ωB97M-V with the def2-TZVPD basis set

Properties
- SMILES: ClCNBr
- HOMO level: -9.68 eV
- Frontier orbital gap: 10.0 eV
- Molecular weight: 144.40 g mol⁻¹
- LUMO level: 0.3 eV

Last columns: bonded neighbours and bond lengths (Å).
Geometry (Å):
1 C -0.194 0.462 0.386  N2 1.465, Cl3 1.805, H5 1.069, H6 1.152
2 N 0.277 -0.794 -0.204  C1 1.465, Br4 1.889, H7 0.997
3 Cl -1.995 0.333 0.393  C1 1.805
4 Br 1.961 -0.527 -1.015  N2 1.889
5 H 0.135 1.376 -0.060  C1 1.069
6 H -0.094 0.367 1.530  C1 1.152
7 H -0.091 -1.216 -1.030  N2 0.997

***

x.
Molecular formula: CH3BrClN
Method: DFT, ωB97M-V with the def2-TZVPD basis set

Properties
- HOMO level (spin up / spin down): -9.21 / -7.33 eV
- Frontier orbital gap (spin up / spin down): 9.4 / 7.0 eV
- Molecular weight: 144.40 g mol⁻¹
- LUMO level (spin up / spin down): 0.2 / -0.4 eV

Last columns: bonded neighbours and bond lengths (Å).
Geometry (Å):
1 C -0.397 -0.238 -0.015  N2 1.315, Cl3 1.757, Br4 1.836
2 N 0.643 0.160 -0.714  C1 1.315, H6 1.029, H7 0.980
3 Cl -0.393 -1.995 0.005  C1 1.757
4 Br -2.028 0.603 0.049  C1 1.836
5 H -0.002 0.558 2.054  no bonds
6 H 1.588 -0.220 -0.561  N2 1.029
7 H 0.590 1.133 -0.818  N2 0.980

***

y.
Molecular formula: CH3BrClN
Method: DFT, ωB97M-V with the def2-TZVPD basis set

Properties
- HOMO level (spin up / spin down): -10.40 / -7.90 eV
- Frontier orbital gap (spin up / spin down): 10.2 / 7.4 eV
- Molecular weight: 144.40 g mol⁻¹
- LUMO level (spin up / spin down): -0.2 / -0.5 eV

Last columns: bonded neighbours and bond lengths (Å).
Geometry (Å):
1 C -1.234 0.557 -0.011  N2 1.390, Cl3 1.714, Br4 1.907
2 N -0.405 0.075 0.995  C1 1.390, H6 1.043, H7 1.027
3 Cl -1.465 2.251 0.120  C1 1.714
4 Br -2.796 -0.524 -0.172  C1 1.907
5 H -0.081 -0.830 -1.837  no bonds
6 H 0.545 0.496 0.908  N2 1.043
7 H -0.629 -0.919 1.116  N2 1.027

***

Top of the stability list: w, leading by 0.1010 hartree.